[1]
Here is a cluster of 2 separate species, C4H14NO in total at a distorted geometry from the OMol25 dataset. Energies are from ωB97M-V/def2-TZVPD.

Last column: Löwdin spin population.
CARTESIAN COORDINATES (ANGSTROEM)
C -1.212 -0.858 -1.135  0.11
C -0.625 -0.626 0.359  0.12
C -1.191 0.682 0.864  0.26
C -0.529 1.432 1.949  0.16
N 0.865 -0.757 0.339  0.01
H -2.226 -1.213 -1.001  0.01
H -1.217 0.081 -1.696  0.00
H -0.492 -1.507 -1.617  0.02
H -1.020 -1.504 0.887  0.02
H -2.243 0.345 1.143  0.08
H -1.523 1.380 0.040  0.09
H -0.893 0.998 2.925  0.09
H -0.692 2.497 1.948  0.00
H 0.556 1.302 2.076  0.02
H 1.374 -0.423 -0.540  0.00
H 1.081 -1.758 0.432  0.00
H 1.352 -0.367 1.151  0.00
H 2.243 -0.186 -2.758  0.00
H 2.815 0.726 -1.660  0.00
O 2.096 0.108 -1.844  0.00

relative energy (zero: lowest compared OMol25 entry of this formula, charge and spin)	75.0	kJ/mol
charge	+2
total energy	-290.0008	Eh
expectation value of S²	0.753
lowest unoccupied orbital energy (alpha / beta)	-7.18 / -14.75	eV
spin multiplicity	2
HOMO-LUMO gap (alpha / beta)	0.4863 / 0.2078	Ha

***

[2]
Here is a cluster of 2 separate species, C4H14NO2 in total at a distorted geometry from the OMol25 dataset. Energies are from ωB97M-V/def2-TZVPD.

Last column: Löwdin spin population.
CARTESIAN COORDINATES (ANGSTROEM)
C 0.398 -0.200 1.536  0.12
C -0.915 -0.814 1.043  0.03
C -1.620 -0.485 -0.299  0.03
C -0.798 -0.070 -1.540  0.03
O -0.964 -0.954 -2.613  0.01
N 0.518 1.262 1.193  0.18
H 1.216 -0.731 1.055  0.01
H 0.521 -0.309 2.607  0.04
H -0.759 -1.892 0.937  0.00
H -1.637 -0.623 1.835  0.01
H -2.539 0.105 -0.173  0.01
H -2.272 -1.326 -0.572  0.00
H -1.196 0.913 -1.807  0.01
H 0.212 0.207 -1.266  0.01
H -0.288 -1.629 -2.664  0.00
H 1.488 1.604 1.421  0.16
H -0.181 1.836 1.710  0.15
H 0.356 1.354 0.195  0.06
H 3.405 0.937 -0.529  0.03
H 2.569 0.150 -1.409  0.02
O 2.486 0.665 -0.662  0.09

relative energy (zero: lowest compared OMol25 entry of this formula, charge and spin)	212.9	kJ/mol
total energy	-365.8719	Eh
expectation value of S²	0.750
lowest unoccupied orbital energy (alpha / beta)	0.45 / 0.21	eV
spin multiplicity	2
HOMO-LUMO gap (alpha / beta)	0.1354 / 0.3975	Ha

***

[3]
Here is a cluster of 2 separate species, C4H14NO2 in total at a distorted geometry from the OMol25 dataset. Energies are from ωB97M-V/def2-TZVPD.

Last column: Löwdin charge in e.
CARTESIAN COORDINATES (ANGSTROEM)
C 1.369 -0.636 1.020  -0.02
C 0.442 0.272 0.258  -0.30
C 0.727 0.355 -1.242  -0.41
C 0.746 -0.940 -2.029  -0.01
O -0.205 1.284 -1.808  -0.02
N -0.989 -0.209 0.394  0.22
H 2.357 -0.296 0.685  0.11
H 1.328 -1.660 0.655  0.09
H 1.336 -0.561 2.103  0.10
H 0.498 1.298 0.628  0.16
H 1.724 0.788 -1.389  0.16
H 1.533 -1.576 -1.625  0.09
H 0.826 -0.719 -3.086  0.10
H -0.156 -1.537 -1.809  0.09
H 0.234 2.137 -1.880  0.11
H -1.602 0.136 -0.347  0.16
H -1.321 0.073 1.342  0.11
H -0.935 -1.205 0.238  0.15
H -2.978 1.526 2.075  0.08
H -2.492 0.661 3.389  0.09
O -2.442 0.808 2.427  -0.04

relative energy (zero: lowest compared OMol25 entry of this formula, charge and spin)	63.5	kJ/mol
charge	+1
total energy	-365.8065	Eh
lowest unoccupied orbital energy	-3.01	eV
HOMO-LUMO gap	0.4316	Ha

***

[4]
Here is a cluster of 3 separate species, C4H14NO2 in total at a distorted geometry from the OMol25 dataset. Energies are from ωB97M-V/def2-TZVPD.

Last column: Löwdin charge in e.
CARTESIAN COORDINATES (ANGSTROEM)
C -0.253 -3.113 0.506  -0.09
C 0.520 -1.788 0.494  -0.22
C -0.492 -0.664 0.371  -0.13
C 0.809 0.946 -1.179  0.17
N 0.210 0.582 -0.083  0.01
H 0.381 -3.980 0.319  0.08
H -0.841 -3.321 1.394  0.08
H -0.908 -3.086 -0.355  0.07
H 1.151 -1.699 1.377  0.12
H 1.119 -1.770 -0.418  0.11
H -1.283 -0.836 -0.362  0.13
H -0.983 -0.408 1.308  0.13
H 0.222 1.317 -2.022  0.08
H 1.887 0.912 -1.368  0.13
H 0.655 1.152 0.698  0.11
H 0.402 2.203 2.804  0.08
H 1.517 2.921 2.131  0.09
O 0.874 2.217 1.962  -0.03
H -2.200 2.827 -1.953  0.06
H -1.350 3.095 -3.188  0.06
O -1.436 2.495 -2.438  -0.06

relative energy (zero: lowest compared OMol25 entry of this formula, charge and spin)	331.0	kJ/mol
charge	+1
total energy	-365.7047	Eh
lowest unoccupied orbital energy	-5.56	eV
HOMO-LUMO gap	0.3326	Ha

***

[5]
Here is a cluster of 3 separate species, C4H14NO2 in total at a distorted geometry from the OMol25 dataset. Energies are from ωB97M-V/def2-TZVPD.

Last column: Löwdin spin population.
CARTESIAN COORDINATES (ANGSTROEM)
C 1.228 -1.526 0.710  0.07
C 1.040 -0.724 -0.545  0.04
C 0.675 0.659 -0.156  0.34
C 1.279 1.776 0.253  0.45
N -0.877 0.683 -0.016  0.03
H 2.195 -2.204 0.583  0.01
H 1.438 -0.890 1.577  0.00
H 0.406 -2.198 0.917  0.01
H 1.895 -0.660 -1.227  0.00
H 0.330 -1.135 -1.204  0.00
H 2.397 1.734 0.278  0.01
H 0.807 2.689 0.498  0.02
H -1.246 1.523 0.547  0.00
H -1.071 -0.226 0.632  0.00
H -1.242 0.654 -1.000  0.01
H -1.706 0.344 -3.342  0.00
H -1.210 1.625 -3.290  0.00
O -1.763 1.115 -2.800  0.00
H -2.152 -0.701 2.879  0.00
H -0.929 -1.658 2.474  0.00
O -1.493 -0.880 2.232  0.00

relative energy (zero: lowest compared OMol25 entry of this formula, charge and spin)	167.0	kJ/mol
charge	+2
total energy	-365.2392	Eh
expectation value of S²	0.753
lowest unoccupied orbital energy (alpha / beta)	-9.37 / -13.95	eV
spin multiplicity	2
HOMO-LUMO gap (alpha / beta)	0.3825 / 0.2137	Ha

***

[6]
Here is a cluster of 2 separate species, C4H14NO2 in total at a distorted geometry from the OMol25 dataset. Energies are from ωB97M-V/def2-TZVPD.

Last column: Löwdin spin population.
CARTESIAN COORDINATES (ANGSTROEM)
C -0.154 -0.436 2.403  0.00
C 0.302 -0.224 1.022  0.01
C 0.503 -1.482 0.170  0.05
C 0.730 -1.190 -1.285  0.16
O 1.233 0.183 -1.534  0.61
N -0.799 0.631 0.332  0.00
H -0.338 0.542 2.859  0.00
H -1.095 -0.974 2.540  0.00
H 0.720 -1.009 2.856  0.00
H 1.199 0.394 1.095  0.00
H -0.371 -2.078 0.378  0.00
H 1.333 -2.077 0.596  0.03
H -0.157 -1.265 -1.879  0.09
H 1.216 -2.128 -1.700  0.04
H 1.820 0.216 -2.308  0.01
H -0.549 0.902 -0.645  0.00
H -1.022 1.538 0.868  0.00
H -1.648 0.067 0.320  0.00
H -1.577 3.269 -1.761  0.00
H -0.407 2.571 -2.567  0.00
O -0.939 2.551 -1.762  0.00

relative energy (zero: lowest compared OMol25 entry of this formula, charge and spin)	140.3	kJ/mol
charge	+2
total energy	-365.2493	Eh
expectation value of S²	0.755
lowest unoccupied orbital energy (alpha / beta)	-7.63 / -14.71	eV
spin multiplicity	2
HOMO-LUMO gap (alpha / beta)	0.4314 / 0.1713	Ha

***

Among the records above, which one has the highest relative energy (zero: lowest compared OMol25 entry of this formula, charge and spin)?
number 4

***

Repeat the fourth record exactly.
Here is a cluster of 3 separate species, C4H14NO2 in total at a distorted geometry from the OMol25 dataset. Energies are from ωB97M-V/def2-TZVPD.

Last column: Löwdin charge in e.
CARTESIAN COORDINATES (ANGSTROEM)
C -0.253 -3.113 0.506  -0.09
C 0.520 -1.788 0.494  -0.22
C -0.492 -0.664 0.371  -0.13
C 0.809 0.946 -1.179  0.17
N 0.210 0.582 -0.083  0.01
H 0.381 -3.980 0.319  0.08
H -0.841 -3.321 1.394  0.08
H -0.908 -3.086 -0.355  0.07
H 1.151 -1.699 1.377  0.12
H 1.119 -1.770 -0.418  0.11
H -1.283 -0.836 -0.362  0.13
H -0.983 -0.408 1.308  0.13
H 0.222 1.317 -2.022  0.08
H 1.887 0.912 -1.368  0.13
H 0.655 1.152 0.698  0.11
H 0.402 2.203 2.804  0.08
H 1.517 2.921 2.131  0.09
O 0.874 2.217 1.962  -0.03
H -2.200 2.827 -1.953  0.06
H -1.350 3.095 -3.188  0.06
O -1.436 2.495 -2.438  -0.06

relative energy (zero: lowest compared OMol25 entry of this formula, charge and spin)	331.0	kJ/mol
charge	+1
total energy	-365.7047	Eh
lowest unoccupied orbital energy	-5.56	eV
HOMO-LUMO gap	0.3326	Ha

***

Which formula does entry 2 have?
C4H14NO2